Entry from OMol25: C22H21Co2N2O7 as an isolated structure (wB97M-V/def2-TZVPD).

ORCA input file:
```
! RIJCOSX wB97M-V def2-TZVPD def2/J DEFGRID3
* xyz -1 1
C 4.496 3.076 0.680
N 3.074 2.892 0.535
C 2.433 1.621 0.246
C 2.785 1.104 -1.146
C 2.801 0.557 1.284
N 1.036 1.991 0.347
C 0.833 3.391 0.202
C -0.267 3.929 1.115
C -1.572 3.223 0.867
C -2.376 3.618 -0.205
C -3.553 2.918 -0.490
C -3.923 1.816 0.295
C -3.128 1.444 1.387
C -1.960 2.151 1.677
C 2.218 3.959 0.532
O 2.491 5.126 0.786
H 4.726 4.141 0.577
H 4.847 2.731 1.663
H 5.025 2.505 -0.091
H 2.547 1.867 -1.899
H 3.852 0.857 -1.203
H 2.195 0.202 -1.350
H 2.534 0.911 2.288
H 2.245 -0.365 1.075
H 3.876 0.338 1.254
H 0.350 1.360 -0.047
H 0.583 3.653 -0.851
H 0.043 3.790 2.161
H -0.350 4.999 0.888
H -2.059 4.471 -0.809
H -4.176 3.235 -1.330
H -4.828 1.250 0.065
H -3.415 0.599 2.013
H -1.332 1.874 2.527
O -3.419 -6.202 0.652
C -2.900 -5.217 0.348
Co -2.092 -3.640 0.063
C -1.054 -3.617 1.508
O -0.473 -3.571 2.506
C -3.325 -2.444 0.562
O -4.107 -1.677 0.937
C -1.489 -3.669 -1.643
C -1.167 -2.496 -0.972
C -0.672 -1.243 -1.048
Co -0.410 -5.436 -1.853
C -0.922 -7.106 -2.000
O -1.282 -8.205 -2.084
C 0.704 -5.448 -0.502
O 1.389 -5.356 0.430
C 0.743 -5.399 -3.164
O 1.527 -5.380 -4.019
H -2.072 -3.691 -2.581
H -0.846 -0.554 -0.219
H -0.185 -0.882 -1.962
*
```

## Properties
Maximum force in eV Å⁻¹: 4.5
HOMO level in eV: -4.220
ΔE to the lowest compared entry with this formula, charge and spin in kcal per mole: 0.0

Entry from OMol25: one molecule with the formula C20H19F3N4O3 (wB97M-V/def2-TZVPD).

ORCA input file:
```
! RIJCOSX wB97M-V def2-TZVPD def2/J DEFGRID3
* xyz 0 1
O -2.461 -3.087 -2.536
F 3.948 3.835 5.213
F 4.843 3.007 3.438
F 4.420 5.115 3.495
N 0.602 -4.636 -1.994
N -0.386 0.501 1.091
O 0.723 -4.443 0.338
O -0.578 -0.247 -0.162
C -1.457 -3.664 -2.088
C 0.199 -4.306 -0.804
C 0.419 1.534 0.976
C -2.977 -3.775 2.276
C 0.116 4.606 3.269
C -3.680 -2.517 2.331
C -0.311 3.378 2.505
C -2.184 -4.119 1.193
C 1.488 4.775 3.630
C 2.039 2.688 2.489
C -3.185 -1.489 1.457
C 0.663 2.406 2.094
C -1.847 -3.139 0.214
C 2.470 3.774 3.315
C -2.360 -1.792 0.391
N -1.060 -3.674 -0.840
N -0.399 -4.170 -2.745
C 2.140 -4.822 0.434
C 1.185 1.832 -0.268
C 3.891 3.929 3.850
C -1.911 -0.588 -0.472
C -0.259 -3.900 -4.140
H -3.225 -4.579 3.052
H -0.616 5.280 3.580
H -4.430 -2.545 3.033
H -1.342 3.212 2.170
H -1.977 -5.191 1.087
H 1.876 5.600 4.249
H 2.743 2.037 2.162
H -3.677 -0.529 1.525
H 2.603 -4.563 -0.561
H 2.249 -5.852 0.468
H 2.591 -4.329 1.237
H 2.231 1.459 -0.160
H 0.735 1.289 -1.104
H 1.240 2.958 -0.532
H -2.657 0.250 -0.390
H -1.810 -0.716 -1.597
H 0.494 -3.113 -4.225
H -1.305 -3.505 -4.575
H 0.003 -4.913 -4.621
*
```

## Properties
Maximum force in eV Å⁻¹: 5.4
HOMO level in eV: -8.153
ΔE to the lowest compared entry with this formula, charge and spin in kcal per mole: 116.7

Entry from OMol25: a 2-piece molecular cluster, C2H4FN3 overall (wB97M-V/def2-TZVPD).

ORCA input file:
```
! RIJCOSX wB97M-V def2-TZVPD def2/J DEFGRID3
* xyz 0 1
C -0.360 1.039 0.553
C -1.462 0.430 -0.306
N 0.758 0.456 0.287
N -0.683 -0.683 -0.864
N 0.537 -0.607 -0.498
F 2.634 -2.078 -0.314
H -0.485 1.815 1.287
H -1.863 -0.034 0.582
H -2.084 1.056 -0.908
H 3.009 -1.393 0.181
*
```

## Properties
Maximum force in eV Å⁻¹: 4.3
HOMO level in eV: -10.343
ΔE to the lowest compared entry with this formula, charge and spin in kcal per mole: 55.4

Entry from OMol25: one molecule with the formula C6H8 (wB97M-V/def2-TZVPD).

ORCA input file:
```
! RIJCOSX wB97M-V def2-TZVPD def2/J DEFGRID3
* xyz 0 1
C 1.822 -1.187 -0.565
C 0.995 -0.506 0.213
C 0.857 0.675 1.090
C -0.254 0.210 0.160
C -1.716 0.085 0.400
C -1.194 0.462 -0.966
H 2.888 -1.270 -0.376
H 0.587 0.500 2.132
H 1.495 1.540 0.926
H 1.444 -1.646 -1.474
H -2.128 0.922 0.962
H -2.208 -0.866 0.580
H -1.183 -0.355 -1.688
H -1.406 1.435 -1.395
*
```

## Properties
Maximum force in eV Å⁻¹: 0.3
HOMO level in eV: -9.008
ΔE to the lowest compared entry with this formula, charge and spin in kcal per mole: 58.2